A molecular structure, C16H34CuO8 at a distorted geometry. Source: OMol25; level of theory: ωB97M-V/def2-TZVPD.

```
! RIJCOSX wB97M-V def2-TZVPD def2/J DEFGRID3
* xyz -1 1
C -5.3153 2.2459 -3.7446
C -1.9638 1.4586 3.7665
C 3.4953 -0.7981 0.0140
H -6.6075 0.6044 -3.5383
C 0.9075 6.9966 -0.8322
H -2.7233 2.2034 4.0041
C 0.9767 -5.6661 -1.4178
O -0.2527 3.4018 -2.1430
O -2.6302 0.5904 2.9149
H -1.2499 1.9914 3.1384
H -6.0557 2.9270 -3.3249
H 3.5770 -2.9022 1.9952
H 0.4768 4.9097 -0.4850
H 2.4795 -1.4715 2.1495
H 0.9365 7.2669 0.2233
O -5.1250 0.5438 -2.0726
H -0.4867 0.1689 4.6706
C -5.5544 0.8314 -3.3726
H 5.2244 -1.7754 3.5957
H -0.8240 -7.1761 2.6270
H 4.1759 -0.4687 3.9434
H 0.6454 -5.9331 -2.4213
H 3.7684 -0.1674 -2.0321
C -1.1973 -6.1641 2.7839
H -1.4840 -4.3387 1.7048
C 1.1649 5.4740 -1.1143
C 0.3710 4.1525 -2.8449
Cu -1.6651 0.0869 -0.6081
H 1.8135 -4.9734 -1.5070
O -0.3490 -5.6986 0.5881
C 3.5066 -1.8333 2.1969
C -1.2770 0.8412 5.0048
H -0.3424 -5.6121 3.1744
H -4.9387 0.1964 -4.0097
H 2.1706 5.3282 -0.7200
H 3.6912 -2.1224 4.2262
O 2.2227 -0.6991 -0.0617
H -4.3061 2.6214 -3.5752
O -0.7228 -4.0470 -1.0829
H -0.8587 1.6196 5.6429
C 4.3518 -0.6252 -1.2333
O 4.1817 -1.2417 1.1222
H 0.0168 7.3774 -1.3321
H 5.3900 -0.3487 -1.0498
H 1.6963 7.5482 -1.3437
O 1.2266 5.1410 -2.4825
H 0.4528 5.1094 -4.8221
C 0.2531 4.1595 -4.3263
H -5.5284 2.3719 -4.8061
C -0.1220 -5.0264 -0.6272
H 1.4877 -6.4709 -0.8892
H 4.2811 -1.6537 -1.5873
H -1.9790 -6.0582 3.5362
H -2.0374 0.2554 5.5212
C 4.1826 -1.4674 3.5068
H -0.7909 3.9573 -4.5655
H 0.9366 3.3669 -4.6310
H -2.3092 -5.6003 1.0224
C -1.3644 -5.4080 1.5309
*
```

## Properties
HOMO-LUMO gap in eV: 4.14
LUMO in eV: 1.281
HOMO level in Ha: -0.1051

A molecular structure, C32H25F5N9O5PbSe4. Source: OMol25; level of theory: ωB97M-V/def2-TZVPD.

```
! RIJCOSX wB97M-V def2-TZVPD def2/J DEFGRID3
* xyz 1 1
C 3.6114 -1.1826 -4.9388
Se -2.8502 -0.5903 -2.1904
C 4.4555 -3.4541 -4.3153
N -9.5764 4.1765 0.9568
O -0.1766 1.6474 -3.7286
H -1.1404 0.3823 1.6318
H 3.2977 -1.5556 -5.9182
C 3.7417 0.1572 2.1683
C 3.2272 -4.6951 -2.5096
Pb -1.2625 2.5661 -0.4983
N -1.3772 3.3452 2.0435
C 0.4114 -0.5557 -3.0873
C 0.3138 -1.6243 -2.1342
H -0.9879 -0.2345 0.1212
Se -3.7325 1.4150 0.4744
H 3.2517 -3.6044 3.3600
C 3.1993 -2.2405 1.8245
C -4.9084 3.8592 2.7628
H 4.1391 -3.8607 -5.2811
N 2.4641 -1.4118 -4.0052
C 1.5426 0.8175 -0.2959
O -1.4684 0.7041 -2.2023
C -7.1945 3.2283 3.3813
H 4.0559 0.7365 -4.0430
F -6.6716 4.6128 1.5104
C -6.2255 3.9101 2.5341
C -9.1002 3.7559 1.9128
C 2.7313 1.2665 2.4575
C -9.4917 2.5176 3.9182
H 5.3140 -4.0418 -3.9915
H 3.2427 0.8741 -5.6119
H 2.9407 -1.2041 0.0511
C -2.0869 3.2508 2.9401
C 2.1692 -4.7956 -1.6106
C -2.9938 2.9118 3.9954
F -4.0845 4.5430 1.9804
F -4.8416 1.9344 5.8671
C -0.4226 0.6657 -3.0853
H 3.9314 0.1015 1.1035
C 1.2155 -3.8249 -1.4995
C 3.9633 0.2956 -5.0371
C 0.8099 0.2745 0.9450
C -5.3009 2.5521 4.7885
H 2.8426 1.5944 3.4935
H 4.9222 0.3878 -5.5457
O 1.0673 1.8579 -0.8131
H 4.6907 0.3968 2.6499
C -4.3354 3.1075 3.8627
H 5.6067 -1.8610 -5.2097
H 0.8524 0.3955 3.0763
O 2.5548 0.2023 -0.6970
N 3.1952 -2.1168 0.5105
N -0.6329 0.4843 0.7574
C 4.8131 -1.9879 -4.4742
H 2.8783 -4.2620 1.8154
C 1.3238 -2.6840 -2.3050
C 1.4928 -0.5033 -3.9301
H 3.9542 -5.4955 -2.5665
H 0.3867 -3.9078 -0.8095
H 3.0337 2.1175 1.8421
F -7.4362 2.0231 5.4263
C -2.3535 2.1880 5.0535
H 3.0676 -2.9494 -0.0449
N 3.3303 -1.1767 2.6187
O -0.5121 -1.7088 -1.2159
F 2.1107 -5.8811 -0.8101
H 3.2428 -1.3328 3.6100
N 3.0574 -3.4539 2.3865
H 1.0165 -0.7959 1.0101
N -10.3286 2.0136 4.5212
C -8.5189 3.1764 3.0916
H 0.7300 1.9414 2.2738
Se -5.0922 2.1278 -1.2329
C 2.3768 -2.5625 -3.2147
C 3.3357 -3.5914 -3.3264
C 1.2436 0.9779 2.2356
C -6.6205 2.5952 4.5619
Se -4.4588 0.6717 -3.0806
H 1.5893 0.3661 -4.5624
N -1.7379 1.5983 5.8237
H 5.1763 -1.5780 -3.5266
*
```

## Properties
HOMO-LUMO gap in eV: 4.29
LUMO in eV: -5.178
HOMO level in Ha: -0.3481

A gas-phase ion, C3H10N2S (charge +1) at a distorted geometry. Source: OMol25; level of theory: ωB97M-V/def2-TZVPD.

```
! RIJCOSX wB97M-V def2-TZVPD def2/J DEFGRID3
* xyz 1 2
H -2.3087 -0.1798 1.2617
H 1.2991 0.2930 -1.7649
H 0.0686 -0.9892 -1.8910
S 2.1129 -1.7462 -0.9566
H -0.8031 1.7706 -0.3160
H 1.4251 -2.4383 -0.0264
H -1.6335 0.2596 -0.9583
H 2.1524 0.3547 0.6167
C 0.8237 -0.5376 -1.2523
H -2.5999 1.3843 1.0885
H 1.0430 0.7663 1.7617
N -1.8434 0.7139 1.1185
C 0.2069 -0.0781 0.0779
H -0.0347 -1.0104 0.6264
C -1.1052 0.7321 -0.1267
N 1.1967 0.7051 0.7407
*
```

## Properties
HOMO-LUMO gap (spin up / spin down) in eV: 11.30 / 4.63
LUMO (spin up / spin down) in eV: -3.024 / -8.842
HOMO level (spin up / spin down) in Ha: -0.5263 / -0.4952

The records above give, respectively, ΔE to the lowest compared entry with this formula, charge and spin values of 356.9, 39.1, 154.8 kJ/mol.